This record from the OMol25 dataset describes 14 unconnected molecules or ions with the total composition C26H56O50S12 at a distorted geometry. The level of theory is wB97M-V/def2-TZVPD.

Summary:
total charge: 0
gap between HOMO and LUMO: 9.40 eV

Each atom is followed by the atoms it is bonded to, with distances in Å.
CARTESIAN COORDINATES (ANGSTROEM)
1 C -2.19 4.63 2.05  O2 1.407, H3 1.094, H4 1.096, H5 1.088
2 O -1.82 5.69 2.89  C1 1.407, H6 0.967
3 H -1.33 4.14 1.58  C1 1.094
4 H -2.61 3.82 2.66  C1 1.096
5 H -3.01 4.94 1.41  C1 1.088
6 H -1.29 5.25 3.57  O2 0.967
7 C 0.89 4.22 5.22  O8 1.370, H9 1.091, H10 1.086, H11 1.092
8 O 0.00 5.15 4.76  C7 1.370, H12 0.961
9 H 0.52 3.89 6.19  C7 1.091
10 H 0.98 3.39 4.53  C7 1.086
11 H 1.90 4.64 5.29  C7 1.092
12 H 0.08 5.87 5.39  O8 0.961
13 C 1.50 -5.21 5.39  C14 1.601, O19 1.427, H20 1.089, H21 1.093
14 C 0.17 -4.68 6.11  C13 1.601, O15 1.461, H22 1.089, H23 1.089
15 O -0.18 -3.43 5.43  C14 1.461, S16 1.630
16 S 1.05 -2.80 4.56  O15 1.630, O17 1.465, O18 1.442, O19 1.660
17 O 1.87 -2.01 5.48  S16 1.465
18 O 0.59 -2.21 3.33  S16 1.442
19 O 1.67 -4.32 4.29  C13 1.427, S16 1.660
20 H 1.41 -6.26 5.12  C13 1.089
21 H 2.34 -5.20 6.09  C13 1.093
22 H 0.36 -4.31 7.12  C14 1.089
23 H -0.68 -5.35 6.20  C14 1.089
24 C -1.10 -5.97 1.78  C25 1.545, O30 1.404, H31 1.090, H32 1.092
25 C -1.80 -4.86 2.60  C24 1.545, O26 1.386, H33 1.089, H34 1.089
26 O -2.51 -4.12 1.67  C25 1.386, S27 1.644
27 S -1.72 -3.97 0.24  O26 1.644, O28 1.448, O29 1.447, O30 1.659
28 O -0.59 -3.07 0.38  S27 1.448
29 O -2.61 -3.84 -0.89  S27 1.447
30 O -1.13 -5.51 0.46  C24 1.404, S27 1.659
31 H -1.61 -6.93 1.78  C24 1.090
32 H -0.06 -6.17 2.04  C24 1.092
33 H -1.18 -4.18 3.19  C25 1.089
34 H -2.57 -5.26 3.26  C25 1.089
35 C -1.59 -4.31 -5.42  C36 1.511, O41 1.482, H42 1.088, H43 1.088
36 C -1.82 -3.66 -4.08  C35 1.511, O37 1.430, H44 1.088, H45 1.090
37 O -1.33 -2.31 -4.08  C36 1.430, S38 1.683
38 S -0.80 -1.80 -5.59  O37 1.683, O39 1.461, O40 1.468, O41 1.681
39 O 0.46 -1.07 -5.63  S38 1.461
40 O -1.92 -1.25 -6.36  S38 1.468
41 O -0.61 -3.40 -6.07  C35 1.482, S38 1.681
42 H -2.50 -4.20 -6.01  C35 1.088
43 H -1.19 -5.32 -5.42  C35 1.088
44 H -1.42 -4.19 -3.22  C36 1.088
45 H -2.89 -3.68 -3.86  C36 1.090
46 C 3.29 2.37 -4.91  C47 1.514, O52 1.409, H53 1.090, H54 1.084
47 C 2.02 1.66 -4.47  C46 1.514, O48 1.431, H55 1.088, H56 1.090
48 O 2.45 0.76 -3.44  C47 1.431, S49 1.603
49 S 3.98 0.35 -3.67  O48 1.603, O50 1.494, O51 1.453, O52 1.608
50 O 4.06 -0.71 -4.72  S49 1.494
51 O 4.70 0.11 -2.43  S49 1.453
52 O 4.40 1.79 -4.25  C46 1.409, S49 1.608
53 H 3.27 3.42 -4.62  C46 1.090
54 H 3.42 2.25 -5.98  C46 1.084
55 H 1.57 1.11 -5.29  C47 1.088
56 H 1.22 2.23 -3.99  C47 1.090
57 C -0.22 6.45 -0.36  C58 1.532, O63 1.408, H64 1.090, H65 1.094
58 C -0.83 7.18 -1.57  C57 1.532, O59 1.413, H66 1.089, H67 1.090
59 O -0.08 6.79 -2.70  C58 1.413, S60 1.668
60 S 0.54 5.25 -2.50  O59 1.668, O61 1.442, O62 1.469, O63 1.693
61 O 1.97 5.37 -2.66  S60 1.442
62 O -0.20 4.38 -3.42  S60 1.469
63 O 0.17 5.19 -0.85  C57 1.408, S60 1.693
64 H -0.86 6.37 0.52  C57 1.090
65 H 0.70 6.96 -0.05  C57 1.094
66 H -0.79 8.25 -1.39  C58 1.089
67 H -1.87 6.93 -1.78  C58 1.090
68 C 1.33 -0.27 0.62  C69 1.546, O74 1.417, H75 1.091, H76 1.088
69 C 0.05 0.31 1.27  C68 1.546, O70 1.429, H77 1.091, H78 1.088
70 O -0.91 0.37 0.21  C69 1.429, S71 1.619
71 S -0.20 0.69 -1.21  O70 1.619, O72 1.477, O73 1.466, O74 1.632
72 O 0.01 2.14 -1.36  S71 1.477
73 O -0.72 -0.04 -2.37  S71 1.466
74 O 1.19 -0.05 -0.77  C68 1.417, S71 1.632
75 H 1.58 -1.31 0.85  C68 1.091
76 H 2.26 0.24 0.85  C68 1.088
77 H 0.27 1.31 1.64  C69 1.091
78 H -0.46 -0.22 2.07  C69 1.088
79 C 3.10 2.82 -0.46  C80 1.577, O85 1.426, H86 1.088, H87 1.088
80 C 4.64 2.51 -0.56  C79 1.577, O81 1.450, H88 1.089, H89 1.087
81 O 5.21 3.12 0.63  C80 1.450, S82 1.672
82 S 4.16 2.93 1.91  O81 1.672, O83 1.474, O84 1.492, O85 1.678
83 O 4.38 3.93 2.97  S82 1.474
84 O 3.92 1.48 2.21  S82 1.492
85 O 2.99 3.43 0.82  C79 1.426, S82 1.678
86 H 2.49 1.94 -0.64  C79 1.088
87 H 2.77 3.62 -1.13  C79 1.088
88 H 5.02 2.95 -1.48  C80 1.089
89 H 4.98 1.48 -0.47  C80 1.087
90 C -3.80 -0.65 -1.97  C91 1.529, O96 1.437, H97 1.088, H98 1.085
91 C -4.00 -0.14 -0.54  C90 1.529, O92 1.454, H99 1.090, H100 1.091
92 O -5.11 -0.98 -0.12  C91 1.454, S93 1.684
93 S -6.20 -1.30 -1.37  O92 1.684, O94 1.444, O95 1.452, O96 1.623
94 O -7.04 -0.18 -1.71  S93 1.444
95 O -6.71 -2.66 -1.31  S93 1.452
96 O -5.04 -1.15 -2.49  C90 1.437, S93 1.623
97 H -3.09 -1.47 -1.90  C90 1.088
98 H -3.41 0.14 -2.61  C90 1.085
99 H -4.32 0.89 -0.38  C91 1.090
100 H -3.20 -0.26 0.19  C91 1.091
101 C -5.13 2.62 -3.64  C102 1.554, O107 1.396, H108 1.091, H109 1.089
102 C -3.67 2.54 -4.18  C101 1.554, O103 1.431, H110 1.090, H111 1.088
103 O -2.96 2.31 -2.96  C102 1.431, S104 1.655
104 S -3.47 3.40 -1.82  O103 1.655, O105 1.481, O106 1.447, O107 1.672
105 O -3.21 4.79 -2.27  S104 1.481
106 O -3.28 2.95 -0.46  S104 1.447
107 O -5.02 2.96 -2.29  C101 1.396, S104 1.672
108 H -5.66 1.67 -3.68  C101 1.091
109 H -5.77 3.37 -4.10  C101 1.089
110 H -3.34 3.45 -4.67  C102 1.090
111 H -3.45 1.71 -4.84  C102 1.088
112 C -3.84 -1.47 4.01  C113 1.557, O118 1.444, H119 1.089, H120 1.088
113 C -4.02 -0.04 3.44  C112 1.557, O114 1.376, H121 1.092, H122 1.084
114 O -2.80 0.58 3.55  C113 1.376, S115 1.645
115 S -2.21 0.31 5.07  O114 1.645, O116 1.451, O117 1.435, O118 1.691
116 O -2.91 1.05 6.10  S115 1.451
117 O -0.78 0.42 5.02  S115 1.435
118 O -2.77 -1.28 4.96  C112 1.444, S115 1.691
119 H -3.39 -2.15 3.29  C112 1.089
120 H -4.72 -1.87 4.50  C112 1.088
121 H -4.76 0.58 3.97  C113 1.092
122 H -4.38 -0.03 2.41  C113 1.084
123 C 6.24 -0.98 3.11  C124 1.539, O129 1.435, H130 1.091, H131 1.091
124 C 4.90 -1.58 3.59  C123 1.539, O125 1.458, H132 1.089, H133 1.089
125 O 4.18 -1.84 2.35  C124 1.458, S126 1.632
126 S 5.12 -1.84 1.01  O125 1.632, O127 1.447, O128 1.473, O129 1.641
127 O 4.49 -1.19 -0.11  S126 1.447
128 O 5.81 -3.13 0.87  S126 1.473
129 O 6.17 -0.78 1.69  C123 1.435, S126 1.641
130 H 7.18 -1.52 3.24  C123 1.091
131 H 6.51 -0.05 3.62  C123 1.091
132 H 4.31 -0.89 4.19  C124 1.089
133 H 5.05 -2.51 4.13  C124 1.089
134 C 2.25 -2.70 -3.01  C135 1.536, O140 1.472, H141 1.087, H142 1.087
135 C 1.51 -3.48 -1.91  C134 1.536, O136 1.416, H143 1.089, H144 1.089
136 O 2.15 -4.74 -2.02  C135 1.416, S137 1.621
137 S 2.46 -5.21 -3.54  O136 1.621, O138 1.464, O139 1.456, O140 1.631
138 O 1.28 -5.64 -4.28  S137 1.464
139 O 3.63 -6.08 -3.51  S137 1.456
140 O 2.84 -3.68 -3.94  C134 1.472, S137 1.631
141 H 3.00 -2.03 -2.60  C134 1.087
142 H 1.58 -2.13 -3.65  C134 1.087
143 H 0.44 -3.59 -2.11  C135 1.089
144 H 1.70 -3.20 -0.88  C135 1.089

Mulliken population analysis, charges in e, atoms 1 to 99:
1 C -0.6073
2 O -0.6449
3 H 0.1621
4 H 0.4500
5 H 0.2129
6 H 0.4657
7 C -0.4021
8 O -0.5210
9 H 0.2851
10 H 0.0588
11 H 0.2700
12 H 0.2567
13 C -0.3719
14 C -0.4569
15 O -0.3248
16 S 0.8924
17 O -0.6468
18 O -0.1023
19 O -0.3034
20 H 0.3276
21 H 0.2776
22 H 0.3205
23 H 0.3160
24 C -0.3461
25 C 0.0229
26 O -0.3495
27 S 0.7939
28 O 0.0989
29 O -0.6003
30 O -0.4222
31 H 0.2837
32 H 0.2555
33 H -0.1999
34 H 0.4706
35 C -0.4057
36 C 0.0102
37 O 0.0572
38 S 0.9795
39 O -0.4513
40 O -0.6453
41 O -0.4141
42 H 0.3086
43 H 0.3225
44 H 0.1076
45 H 0.2483
46 C -0.2534
47 C 0.1898
48 O 0.0912
49 S 0.9291
50 O -0.5759
51 O -0.3487
52 O -0.3691
53 H 0.2470
54 H 0.3012
55 H 0.0338
56 H -0.1063
57 C -0.0775
58 C -0.4190
59 O -0.4234
60 S 1.1619
61 O -0.6506
62 O -0.4654
63 O -0.1892
64 H 0.2494
65 H 0.2293
66 H 0.3926
67 H 0.1657
68 C 0.8247
69 C 0.4677
70 O 0.2882
71 S -0.7108
72 O 0.2870
73 O -0.1695
74 O -0.0454
75 H -0.2048
76 H -0.4125
77 H 0.0405
78 H -0.1218
79 C 1.6843
80 C 0.0237
81 O -0.5660
82 S 0.7638
83 O -0.6067
84 O -0.2373
85 O -0.3397
86 H -1.0191
87 H -0.1870
88 H 0.3782
89 H 0.1372
90 C 0.9229
91 C 0.8911
92 O -0.3488
93 S 0.9447
94 O -0.5515
95 O -0.5706
96 O -0.3123
97 H -0.1866
98 H -0.4683
99 H 0.0197